1.
Here is a structure of composition C22H43O10Rb2 at a distorted geometry from OMol25. Energies are from ωB97M-V with the def2-TZVPD basis set.

Results
HOMO = -10.51 eV
Orbital gap = 6.29 eV

The geometry in ORCA input format:
```
! wB97M-V def2-TZVPD RIJCOSX def2/J DEFGRID3
* xyz 1 1
Rb -0.17 0.47 -5.03
Rb 3.80 2.23 -3.78
O 0.18 1.23 -0.78
C 1.37 1.34 -1.45
O 1.38 0.93 -2.67
O 2.38 1.73 -0.87
H -0.43 0.83 -1.44
C 5.68 0.22 -0.40
C 5.06 -1.15 -0.62
O 5.23 -2.06 0.14
C 4.22 -1.26 -1.87
H 6.45 0.45 -1.15
H 6.15 0.35 0.57
H 4.85 0.94 -0.47
H 4.77 -0.88 -2.74
H 3.28 -0.72 -1.79
H 4.00 -2.32 -2.03
C 1.07 -1.50 3.82
C 1.98 -0.33 3.50
O 2.17 0.54 4.32
C 2.62 -0.29 2.12
H 0.49 -1.27 4.71
H 1.69 -2.37 4.06
H 0.39 -1.67 2.99
H 1.83 0.06 1.44
H 2.93 -1.28 1.80
H 3.44 0.43 2.09
C -2.77 2.91 -0.04
C -4.23 3.17 -0.24
O -5.04 2.43 0.27
C -4.60 4.39 -1.03
H -2.17 3.38 -0.82
H -2.60 1.84 0.09
H -2.48 3.42 0.89
H -4.15 5.27 -0.55
H -5.67 4.54 -1.10
H -4.07 4.33 -1.99
C 1.81 3.72 1.92
C 0.93 3.67 3.17
O 1.16 4.36 4.13
C -0.25 2.75 3.15
H 2.17 4.74 1.80
H 1.28 3.33 1.05
H 2.66 3.04 2.08
H -1.13 3.29 3.51
H -0.07 1.91 3.83
H -0.42 2.30 2.17
C -3.19 -2.22 -3.18
C -2.91 -0.85 -2.58
O -1.86 -0.26 -2.76
C -4.04 -0.22 -1.82
H -2.41 -2.92 -2.87
H -3.27 -2.13 -4.26
H -4.16 -2.55 -2.82
H -4.22 -0.75 -0.89
H -4.96 -0.19 -2.41
H -3.76 0.80 -1.56
C 1.74 -4.18 -0.74
C 0.45 -3.66 -1.36
O -0.62 -4.17 -1.11
C 0.52 -2.35 -2.10
H 2.15 -3.54 0.03
H 2.47 -4.33 -1.54
H 1.52 -5.18 -0.36
H 0.30 -1.51 -1.44
H -0.23 -2.32 -2.88
H 1.53 -2.21 -2.48
C -2.64 -3.09 1.10
C -2.62 -1.73 1.75
O -3.35 -1.38 2.64
C -1.60 -0.76 1.15
H -1.63 -3.49 1.16
H -2.89 -2.96 0.04
H -3.38 -3.78 1.50
H -1.54 0.15 1.75
H -1.92 -0.43 0.15
H -0.61 -1.21 1.15
*
```

2.
Here is a structure of composition C30H39N5OPb at a distorted geometry from OMol25. Energies are from ωB97M-V with the def2-TZVPD basis set.

Results
HOMO (alpha / beta) = 0.73 / 2.27 eV
Orbital gap (alpha / beta) = 4.10 / 2.43 eV

The geometry in ORCA input format:
```
! wB97M-V def2-TZVPD RIJCOSX def2/J DEFGRID3
* xyz -2 1
Pb 1.03 -0.26 0.19
N 2.37 2.94 -1.01
N -0.27 0.55 -2.12
C -1.18 -0.52 2.01
C -1.51 0.82 1.61
C -0.39 1.65 1.93
C -0.31 3.08 1.60
H -1.11 3.50 0.93
H 0.63 3.29 1.05
H -0.24 3.69 2.54
C 0.63 0.84 2.53
C 2.02 1.19 2.90
H 2.05 1.63 3.92
H 2.41 2.02 2.31
H 2.83 0.43 2.71
C 0.13 -0.52 2.59
C 0.92 -1.72 2.99
H 2.03 -1.69 2.78
H 0.56 -2.69 2.55
H 0.81 -1.81 4.10
C -2.74 1.26 0.92
H -3.44 1.68 1.68
H -3.31 0.43 0.42
H -2.62 2.05 0.14
C -2.05 -1.71 1.85
H -1.51 -2.68 1.71
H -2.76 -1.66 1.00
H -2.66 -1.83 2.77
C 3.68 3.31 -1.18
H 4.03 4.18 -0.64
C 4.53 2.57 -1.95
H 5.56 2.90 -2.04
C 4.04 1.45 -2.61
H 4.66 0.88 -3.28
C 2.73 1.05 -2.45
H 2.27 0.18 -2.91
C 1.85 1.86 -1.71
C 0.43 1.68 -1.61
H -0.15 2.39 -0.96
C -0.73 -0.50 -1.34
C -0.69 0.39 -3.45
H -0.38 1.13 -4.18
C -1.42 -0.71 -3.51
H -1.95 -1.23 -4.30
N -1.42 -1.29 -2.21
C -2.16 -2.44 -1.74
C -3.56 -2.36 -1.66
C -4.26 -3.48 -1.20
H -5.34 -3.44 -1.19
C -3.59 -4.62 -0.76
C -4.36 -5.82 -0.30
H -3.89 -6.31 0.56
H -4.45 -6.58 -1.09
H -5.38 -5.55 -0.01
C -2.19 -4.65 -0.77
H -1.66 -5.54 -0.43
C -1.45 -3.55 -1.22
C 0.05 -3.57 -1.19
H 0.51 -3.11 -2.07
H 0.40 -4.60 -1.15
H 0.46 -3.08 -0.29
C -4.26 -1.13 -2.12
H -4.37 -1.09 -3.21
H -3.78 -0.19 -1.80
H -5.27 -1.12 -1.71
C 4.82 2.30 1.51
N 3.96 3.53 1.62
C 2.73 3.75 1.33
N 2.17 4.95 1.21
O 2.12 2.18 0.51
H 4.26 1.46 1.07
H 5.12 2.07 2.54
H 5.72 2.54 0.92
H 4.44 4.39 1.90
H 1.17 5.11 0.92
H 2.74 5.74 1.56
*
```

3.
Here is the ion C4H8N3 with charge +1 at a distorted geometry from OMol25. Energies are from ωB97M-V with the def2-TZVPD basis set.

Results
HOMO = -13.47 eV
Orbital gap = 8.12 eV
SMILES string = [NH2+]=CCCC1=NN1

The geometry in ORCA input format:
```
! wB97M-V def2-TZVPD RIJCOSX def2/J DEFGRID3
* xyz 1 1
N -1.36 -1.19 0.86
C -1.48 -0.29 -0.06
C -0.76 1.02 -0.06
C 0.47 0.90 -0.97
C 1.36 -0.15 -0.32
N 1.14 -1.18 0.36
N 2.64 -0.73 0.08
H -0.67 -1.18 1.56
H -1.66 -2.23 0.72
H -2.21 -0.53 -0.75
H -0.49 1.36 0.96
H -1.42 1.80 -0.46
H 0.26 0.86 -2.09
H 1.16 1.85 -0.74
H 3.03 -0.33 0.91
*
```

4.
Here is a cluster of 2 separate species, C6H12O in total at a distorted geometry from OMol25. Energies are from ωB97M-V with the def2-TZVPD basis set.

Results
HOMO = -8.66 eV
Orbital gap = 9.72 eV
SMILES string = C=COCC.C=C

The geometry in ORCA input format:
```
! wB97M-V def2-TZVPD RIJCOSX def2/J DEFGRID3
* xyz 0 1
C -0.99 -1.87 0.77
C 0.00 -1.37 0.06
O 0.72 -0.28 0.35
C 1.91 -0.27 -0.40
C 2.63 0.94 0.11
H -0.92 -2.93 0.55
H -1.44 -1.38 1.63
H 0.29 -1.87 -0.86
H 2.49 -1.19 -0.25
H 1.68 -0.19 -1.47
H 3.56 1.05 -0.43
H 1.97 1.80 -0.03
H 2.79 0.81 1.19
C -2.61 0.53 -0.45
C -2.26 1.71 0.07
H -1.92 -0.16 -0.93
H -3.64 0.19 -0.46
H -1.24 2.09 0.09
H -3.00 2.41 0.44
*
```

Here are the calculated electronic energy numbers, same order: -1664.501360 -1707.955149 -321.080428 -310.948018 (Eh).